No. 1
C35H26ClFIIrN4O4 | ωB97M-V/def2-TZVPD

Structure (XYZ):
```
73
C35H26ClFIIrN4O4, DFT ωB97M-V/def2-TZVPD
Ir -1.413 1.594 -0.129
C -3.057 -0.957 0.982
N -2.869 0.498 0.858
C -3.750 1.254 1.467
C -3.642 2.650 1.347
C -4.289 3.777 1.866
C -3.615 4.875 1.342
C -2.585 4.386 0.527
N -2.629 3.050 0.504
C -2.058 -1.655 1.869
C -0.779 -1.932 1.405
C 0.139 -2.590 2.205
C -0.220 -2.989 3.485
C -1.502 -2.737 3.950
C -2.418 -2.075 3.144
H -3.047 -1.411 -0.015
H -4.055 -1.110 1.395
H -4.545 0.798 2.047
H -5.123 3.781 2.549
H -3.825 5.916 1.526
H -1.850 4.939 -0.038
H -0.532 -1.663 0.386
H 1.131 -2.808 1.825
H 0.490 -3.511 4.113
H -1.793 -3.059 4.941
H -3.417 -1.880 3.515
Cl -1.738 3.431 -6.689
C -1.257 3.222 -5.066
C -0.068 3.786 -4.640
C 0.360 3.668 -3.325
I 2.120 4.497 -2.682
C -0.434 2.949 -2.379
O -0.130 2.864 -1.155
C -1.664 2.322 -2.860
N -2.358 1.609 -1.939
C -3.502 1.040 -2.291
C -4.010 1.155 -3.585
C -3.313 1.861 -4.536
C -2.097 2.464 -4.180
H 0.531 4.335 -5.353
H -4.015 0.479 -1.523
H -4.953 0.685 -3.825
H -3.691 1.959 -5.544
C 5.116 -0.847 2.630
C 4.363 -1.910 1.846
C 5.280 -2.646 0.883
C 4.523 -3.764 0.191
C 3.304 -3.212 -0.492
C 2.752 -3.851 -1.575
C 1.636 -3.317 -2.218
F 1.134 -3.982 -3.268
C 1.060 -2.150 -1.817
C 1.599 -1.481 -0.707
C 0.952 -0.275 -0.226
O -0.038 0.185 -0.887
C 1.489 0.322 0.931
C 2.603 -0.239 1.508
N 3.217 -1.340 1.075
C 2.715 -2.008 -0.040
C 0.935 1.539 1.649
O 1.687 2.189 2.346
O -0.342 1.747 1.571
H 6.014 -1.305 3.042
H 4.549 -0.446 3.468
H 5.421 -0.022 1.983
H 3.933 -2.637 2.542
H 6.130 -3.038 1.440
H 5.667 -1.936 0.146
H 4.222 -4.516 0.926
H 5.152 -4.271 -0.541
H 3.180 -4.773 -1.945
H 0.202 -1.738 -2.327
H 3.016 0.256 2.373
```

**Energy**: -77043.9618 eV
**Energy above the lowest of the compared OMol25 structures with the same formula, charge and spin**: 47.2 kJ/mol
**Spin multiplicity**: 2
**Expectation value of S²**: 0.78
**Net charge**: +1

No. 2
C25H57N3O7 | ωB97M-V/def2-TZVPD

Structure (XYZ):
```
92
C25H57N3O7, DFT ωB97M-V/def2-TZVPD
C 3.248 -0.343 -1.249
C 2.780 -1.570 -2.035
O 3.296 -2.698 -1.334
C 1.249 -1.651 -1.948
O 0.670 -0.861 -2.994
C -0.364 -0.060 -2.645
O -0.095 1.263 -2.197
C -1.377 1.746 -2.028
O -1.699 2.795 -2.276
O -2.139 0.756 -1.556
C -1.462 -0.509 -1.715
C -2.294 -1.688 -2.159
O -1.933 -2.819 -1.414
O -2.408 -2.671 -0.111
H 3.888 0.300 -1.836
H 2.411 0.268 -0.938
H 3.766 -0.664 -0.358
H 3.117 -1.543 -3.065
H 2.856 -3.472 -1.706
H 0.977 -2.687 -2.139
H 0.982 -1.335 -0.953
H -0.899 0.111 -3.596
H -1.041 -0.664 -0.727
H -3.350 -1.449 -2.065
H -2.018 -1.922 -3.177
H -3.353 -2.455 -0.141
C -4.919 -5.378 0.964
C -3.926 -5.209 2.104
N -4.298 -4.174 3.050
C -3.226 -3.816 3.964
C -2.734 -4.882 4.949
C -5.618 -4.305 3.642
C -5.940 -5.594 4.409
H -5.089 -4.430 0.448
H -4.526 -6.090 0.237
H -5.881 -5.762 1.306
H -2.966 -4.936 1.659
H -3.778 -6.186 2.589
H -3.527 -2.927 4.525
H -2.372 -3.497 3.358
H -3.442 -5.043 5.762
H -1.798 -4.553 5.406
H -2.540 -5.838 4.463
H -6.359 -4.192 2.846
H -5.793 -3.447 4.297
H -5.609 -6.487 3.876
H -7.021 -5.679 4.544
H -5.495 -5.601 5.402
C 7.074 2.384 -1.580
C 7.188 0.877 -1.402
N 7.776 0.200 -2.541
C 7.621 -1.244 -2.495
C 8.323 -2.009 -1.367
C 9.079 0.685 -2.960
C 10.219 0.670 -1.934
H 6.531 2.629 -2.494
H 6.529 2.813 -0.738
H 8.051 2.868 -1.615
H 6.178 0.484 -1.262
H 7.734 0.670 -0.468
H 7.937 -1.661 -3.455
H 6.549 -1.458 -2.429
H 9.398 -2.079 -1.530
H 7.942 -3.031 -1.326
H 8.148 -1.558 -0.390
H 8.959 1.712 -3.316
H 9.390 0.127 -3.847
H 9.905 1.047 -0.960
H 11.034 1.309 -2.282
H 10.635 -0.328 -1.799
C -6.209 6.920 1.297
C -4.750 6.954 0.869
N -3.956 5.889 1.451
C -2.525 6.077 1.282
C -1.959 6.051 -0.143
C -4.446 4.541 1.226
C -4.626 4.072 -0.222
H -6.298 6.922 2.384
H -6.726 7.802 0.914
H -6.731 6.045 0.908
H -4.329 7.908 1.199
H -4.703 6.957 -0.231
H -2.000 5.330 1.885
H -2.265 7.041 1.732
H -1.926 5.043 -0.552
H -0.932 6.423 -0.135
H -2.527 6.685 -0.825
H -5.408 4.441 1.738
H -3.790 3.839 1.749
H -5.114 4.823 -0.845
H -5.253 3.177 -0.243
H -3.679 3.803 -0.688
```

**Energy**: -45647.2201 eV
**Net charge**: 0
**SMILES**: C[C@@H](O)CO[C@@H]1OC(=O)O[C@H]1COO.CCN(CC)CC.CCN(CC)CC.CCN(CC)CC

No. 3
C40H106N2O16 | ωB97M-V/def2-TZVPD

Structure (XYZ):
```
164
C40H106N2O16, DFT ωB97M-V/def2-TZVPD
C 1.532 3.487 7.625
O 0.938 3.059 6.417
C -0.330 3.626 6.158
C -1.121 2.772 5.181
N -1.373 1.451 5.752
C -2.338 0.653 5.006
C -1.853 0.127 3.662
O -1.545 1.115 2.706
C -2.646 1.743 2.096
H 2.461 2.938 7.748
H 0.840 3.339 8.459
H 1.762 4.560 7.593
H -0.187 4.620 5.706
H -0.913 3.781 7.073
H -0.588 2.751 4.225
H -2.079 3.283 5.064
H -0.517 0.905 5.775
H -3.318 1.140 4.958
H -2.549 -0.236 5.617
H -2.566 -0.594 3.233
H -0.934 -0.427 3.866
H -2.201 2.395 1.340
H -3.192 2.413 2.768
H -3.282 1.015 1.584
C -8.781 -0.391 0.853
O -7.917 -0.853 -0.152
C -8.450 -0.628 -1.446
C -7.678 -1.459 -2.451
N -6.240 -1.233 -2.475
C -5.872 0.107 -2.986
C -4.382 0.293 -2.906
O -3.976 0.179 -1.557
C -2.656 0.623 -1.330
H -9.691 -1.002 0.915
H -9.122 0.640 0.688
H -8.254 -0.426 1.804
H -8.416 0.449 -1.670
H -9.521 -0.872 -1.457
H -8.080 -1.269 -3.448
H -7.849 -2.511 -2.210
H -5.880 -1.238 -1.525
H -6.325 0.846 -2.310
H -6.238 0.258 -4.000
H -4.119 1.279 -3.316
H -3.838 -0.426 -3.525
H -2.531 1.692 -1.168
H -2.019 0.332 -2.181
H -2.227 0.023 -0.525
C 0.632 -2.985 3.915
C 0.455 -4.181 2.973
C -0.897 -4.140 2.263
O 1.489 -4.119 1.968
H -0.088 -3.066 4.736
H 0.443 -2.043 3.400
H 1.643 -3.016 4.319
H 0.574 -5.103 3.539
H -1.704 -3.991 2.987
H -1.058 -5.076 1.728
H -0.902 -3.304 1.563
H 1.446 -3.201 1.666
C 6.214 1.879 -2.452
C 4.906 2.629 -2.662
C 3.670 1.806 -2.379
O 4.854 3.756 -1.780
H 7.047 2.502 -2.796
H 6.305 0.957 -3.030
H 6.393 1.661 -1.398
H 4.882 2.954 -3.709
H 3.487 1.038 -3.132
H 2.807 2.471 -2.387
H 3.718 1.296 -1.414
H 5.595 4.330 -2.000
C 0.583 0.765 0.318
C 0.554 -0.677 -0.188
C 1.166 -0.745 -1.585
O 1.354 -1.497 0.674
H 1.513 1.212 -0.043
H 0.621 0.841 1.404
H -0.305 1.329 0.031
H -0.440 -1.107 -0.309
H 0.696 -0.004 -2.239
H 0.972 -1.733 -2.009
H 2.251 -0.638 -1.627
H 2.200 -1.040 0.779
C 4.345 -2.279 2.049
C 4.943 -0.938 1.693
C 6.087 -1.006 0.691
O 3.872 -0.130 1.178
H 5.040 -2.927 2.580
H 4.087 -2.836 1.138
H 3.408 -2.177 2.595
H 5.297 -0.474 2.624
H 6.815 -1.768 0.974
H 6.611 -0.050 0.685
H 5.682 -1.272 -0.286
H 4.245 0.686 0.829
C 1.897 -4.431 -1.638
C 2.296 -5.793 -1.114
C 1.103 -6.723 -0.996
O 3.287 -6.418 -1.938
H 1.559 -4.415 -2.678
H 2.669 -3.663 -1.532
H 1.104 -4.021 -1.003
H 2.811 -5.627 -0.168
H 0.552 -6.715 -1.944
H 0.341 -6.451 -0.262
H 1.443 -7.731 -0.766
H 2.929 -6.520 -2.826
C 0.711 0.013 -6.083
C -0.398 -0.988 -5.819
C 0.164 -2.365 -5.492
O -1.209 -0.491 -4.763
H 0.326 1.018 -6.254
H 1.281 -0.269 -6.968
H 1.384 0.066 -5.223
H -0.982 -1.053 -6.748
H 0.701 -2.760 -6.362
H -0.637 -3.086 -5.322
H 0.855 -2.325 -4.654
H -1.857 -1.169 -4.516
C 1.840 1.284 3.608
C 2.350 0.324 4.678
C 3.769 0.626 5.119
O 1.479 0.366 5.823
H 1.853 2.313 3.965
H 0.834 0.969 3.324
H 2.455 1.200 2.708
H 2.244 -0.702 4.319
H 4.012 0.018 5.993
H 3.875 1.673 5.411
H 4.506 0.387 4.348
H 1.271 1.297 6.014
C 0.881 4.503 0.355
C 1.938 5.422 -0.236
C 1.883 5.402 -1.751
O 1.765 6.765 0.236
H 1.136 3.470 0.115
H -0.136 4.715 0.016
H 0.887 4.574 1.446
H 2.927 5.109 0.100
H 1.986 4.410 -2.184
H 2.638 6.046 -2.209
H 0.934 5.843 -2.080
H 0.820 6.930 0.298
O 1.273 3.710 -4.706
C -0.100 3.955 -4.441
C -0.585 3.031 -3.321
O -1.995 3.176 -3.183
H 1.628 4.453 -5.201
H -0.283 4.964 -4.064
H -0.695 3.722 -5.330
H -0.094 3.293 -2.383
H -0.351 1.985 -3.539
H -2.386 2.645 -3.885
O -2.802 -2.623 -3.775
C -2.788 -2.762 -2.354
C -1.743 -3.773 -1.891
O -2.062 -5.100 -2.251
H -3.315 -3.339 -4.161
H -2.493 -1.797 -1.955
H -3.781 -3.041 -1.991
H -1.632 -3.701 -0.801
H -0.810 -3.428 -2.338
H -2.919 -5.323 -1.878
```

**Energy**: -78936.2340 eV
**Net charge**: 0
**SMILES**: COCCNCCOC.COCCNCCOC.CC(C)O.CC(C)O.CC(C)O.CC(C)O.CC(C)O.CC(C)O.CC(C)O.CC(C)O.OCCO.OCCO

No. 4
C14H27Cl3CrNP | ωB97M-V/def2-TZVPD

Structure (XYZ):
```
47
C14H27Cl3CrNP, DFT ωB97M-V/def2-TZVPD
Cr 0.148 0.841 2.018
Cl -1.777 -0.418 1.676
Cl 1.318 1.342 0.050
H -0.315 0.431 3.424
H -0.785 2.081 2.181
P -0.471 -0.704 -0.918
C -2.201 -0.116 -1.406
C 0.385 -0.819 -2.602
C -0.892 -2.521 -0.583
C -2.270 1.390 -1.161
H -2.836 -0.631 -0.668
C -2.722 -0.470 -2.791
H -2.222 0.101 -3.583
H -3.790 -0.204 -2.811
H -2.649 -1.537 -3.019
H -1.880 1.684 -0.181
H -3.320 1.705 -1.211
H -1.712 1.942 -1.929
H -1.741 -2.439 0.117
C 0.299 -3.098 0.191
C -1.351 -3.404 -1.748
H -2.408 -3.232 -1.989
H -1.254 -4.457 -1.447
H -0.758 -3.260 -2.662
H 0.505 -2.503 1.092
H 1.208 -3.114 -0.423
H 0.072 -4.127 0.505
C 0.630 0.566 -3.201
H -0.351 -1.353 -3.214
C 1.686 -1.612 -2.546
H -0.290 1.082 -3.497
H 1.261 0.460 -4.094
H 1.164 1.199 -2.485
H 2.336 -1.234 -1.752
H 2.221 -1.489 -3.496
H 1.533 -2.684 -2.398
Cl 3.003 1.272 6.590
C 2.503 2.081 5.165
C 2.453 3.480 5.124
C 2.011 4.082 3.941
C 1.577 3.277 2.889
N 1.494 1.938 3.002
C 2.102 1.331 4.057
H 2.750 4.046 6.001
H 1.938 5.163 3.845
H 1.229 3.682 1.936
H 2.169 0.249 4.013
```

**Energy**: -91724.9594 eV
**Spin multiplicity**: 4
**Expectation value of S²**: 3.83
**Net charge**: -1

No. 5
C8H12Cl2F3N4O4S | ωB97M-V/def2-TZVPD

Structure (XYZ):
```
34
C8H12Cl2F3N4O4S, DFT ωB97M-V/def2-TZVPD
H 3.915 2.501 1.860
N 3.148 1.826 1.659
C 2.586 2.261 0.563
C 1.303 1.558 -0.122
N 0.404 0.993 0.922
C -0.403 -0.119 0.458
N 0.101 -1.474 0.668
C 1.295 -1.765 -0.131
Cl 1.130 -1.816 -1.963
C 2.579 -1.970 0.449
C 3.909 -2.247 -0.388
Cl 2.811 -1.882 2.274
N -1.616 0.036 -0.111
C -2.074 1.481 -0.234
O -2.409 2.006 1.090
O -3.075 1.050 1.795
S -2.625 -1.286 -0.620
O -1.917 -2.398 -1.314
O -3.235 -1.854 0.642
C -4.057 -0.780 -1.702
F -4.499 -1.958 -2.340
F -3.511 0.019 -2.751
F -5.106 -0.161 -1.038
H 2.998 3.217 0.095
H 1.726 0.809 -0.867
H 0.823 2.394 -0.754
H 0.936 0.609 1.731
H 0.204 -1.724 1.660
H 4.551 -1.297 -0.281
H 4.482 -3.138 0.056
H 3.725 -2.487 -1.482
H -3.019 1.593 -0.855
H -1.285 2.157 -0.687
H -2.714 0.978 2.709
```

**Energy**: -66657.1954 eV
**Energy above the lowest of the compared OMol25 structures with the same formula, charge and spin**: 275.3 kJ/mol
**Net charge**: +1
**SMILES**: [H]/N=C/CN/C(N/C(Cl)=C(/C)Cl)=[N+](\COO)S(=O)(=O)C(F)(F)F

No. 6
C23H24N4O3S | ωB97M-V/def2-TZVPD

Structure (XYZ):
```
55
C23H24N4O3S, DFT ωB97M-V/def2-TZVPD
O -0.505 -2.930 0.749
C -0.768 -1.752 0.662
N -0.681 -0.890 1.689
C -0.058 -1.245 2.944
C -0.339 -0.132 3.956
C 0.385 -0.364 5.297
C 1.151 0.942 5.524
C 1.327 1.447 4.094
O 0.121 1.113 3.440
C -1.309 -1.135 -0.639
C -2.708 -0.637 -0.375
C -3.799 -1.481 -0.547
C -5.068 -1.009 -0.259
C -5.199 0.294 0.195
N -4.170 1.107 0.361
C -2.963 0.653 0.081
N -0.452 -0.072 -1.166
C -0.801 0.400 -2.399
O -1.823 0.043 -2.941
C 0.177 1.361 -3.069
C 1.577 0.847 -3.092
C 2.723 1.499 -2.757
C 3.879 0.697 -2.897
C 3.594 -0.551 -3.340
S 1.910 -0.776 -3.605
C 0.724 0.306 -0.480
C 0.889 1.605 -0.008
C 2.059 1.931 0.654
C 3.010 0.939 0.836
N 2.845 -0.306 0.422
C 1.737 -0.619 -0.218
H -0.844 0.098 1.561
H 1.025 -1.355 2.802
H -0.461 -2.202 3.285
H -1.424 -0.032 4.082
H -0.314 -0.580 6.101
H 1.076 -1.202 5.202
H 2.099 0.795 6.035
H 0.543 1.646 6.092
H 1.454 2.528 4.020
H 2.178 0.949 3.607
H -1.358 -1.941 -1.383
H -3.650 -2.489 -0.905
H -5.935 -1.637 -0.389
H -6.167 0.713 0.436
H -2.163 1.370 0.219
H -0.195 1.497 -4.089
H 0.152 2.332 -2.571
H 2.746 2.519 -2.416
H 4.872 1.040 -2.673
H 4.267 -1.363 -3.532
H 0.115 2.344 -0.158
H 2.221 2.929 1.029
H 3.945 1.142 1.341
H 1.648 -1.648 -0.540
```

**Energy**: -47179.0384 eV
**Energy above the lowest of the compared OMol25 structures with the same formula, charge and spin**: 171.1 kJ/mol
**Net charge**: 0
**SMILES**: O=C(NC[C@H]1CCCO1)[C@@H](c1cccnc1)N(C(=O)Cc1cccs1)c1cccnc1

No. 7
C3H3N3 | ωB97M-V/def2-TZVPD

Structure (XYZ):
```
9
C3H3N3, DFT ωB97M-V/def2-TZVPD
N -0.341 -1.483 -0.333
C 0.444 0.583 0.624
C 0.672 -0.578 -0.131
N 1.855 -0.179 -0.304
C -0.303 1.664 0.055
N -0.883 2.586 -0.344
H -1.278 -1.255 0.032
H -0.399 -1.794 -1.279
H 0.380 0.416 1.693
```

**Energy**: -7626.6846 eV
**Energy above the lowest of the compared OMol25 structures with the same formula, charge and spin**: 276.4 kJ/mol
**Net charge**: 0

Largest force on an atom, respectively: 0.8; 6.6; 1.5; 2.7; 10.3; 0.9; 2.7 eV/A.